C39H42As2IKN4O2P as an isolated structure, computed with wB97M-V/def2-TZVPD.

Structure (ORCA input):
```
! wB97M-V def2-TZVPD RIJCOSX def2/J DEFGRID3
* xyz -1 1
H -3.19 0.12 0.99
H 0.44 4.31 2.78
C 4.09 -0.49 4.54
C -2.35 0.91 3.93
C 1.16 -2.20 -2.47
H 1.26 2.76 2.79
H -1.04 3.15 -3.86
C -1.33 3.53 -2.89
C -0.48 0.38 -5.37
H -1.72 -3.92 0.62
H -0.07 -2.11 -0.24
C -2.31 4.64 -1.23
H 7.00 -2.03 3.75
C -0.04 1.84 -7.24
C -2.98 -2.11 1.05
C -3.22 -2.48 -2.37
H 0.50 2.69 -7.65
H -2.37 -0.46 -8.06
H 3.97 -0.24 -0.44
C -0.96 1.15 -8.01
As 2.81 -2.09 0.84
H 0.58 -2.67 2.92
H 1.83 -1.34 -4.33
H -1.43 4.45 1.26
H 0.39 -2.36 -4.51
C -0.75 2.66 3.45
H 3.68 0.15 5.31
H -1.15 1.46 -9.04
C 1.22 0.48 5.09
C -1.88 -2.85 0.66
I -4.78 -2.81 1.73
N -0.95 -1.97 0.27
C 5.97 -1.71 3.67
C -1.98 -2.07 -2.83
H -2.93 5.29 -0.63
H 3.71 -1.68 -1.45
H -3.31 0.99 5.85
H -2.99 4.94 -3.33
C 0.19 1.46 -5.93
C -1.43 1.50 3.07
H 5.06 -1.63 -0.29
H -2.56 1.26 -3.02
P -0.09 -0.07 -3.61
H -5.19 -1.88 -1.78
H -1.96 -1.14 -5.74
C 0.88 -1.62 -3.87
H -2.14 3.07 6.52
C -1.41 -0.31 -6.16
C -2.74 0.20 -2.87
H -0.51 4.12 4.99
C 4.03 -1.32 -0.48
H 1.65 -0.18 5.85
N -0.69 3.12 -1.78
H 0.16 0.61 5.27
H -1.24 1.08 2.10
C -2.34 4.46 -2.61
C -1.28 3.81 -0.76
O 1.58 -3.36 -2.36
H 1.69 1.46 5.15
H 0.89 2.02 -5.32
C 3.33 -3.96 0.59
C 3.87 -1.69 2.46
C 5.20 -2.09 2.58
C -1.94 2.62 5.55
As 1.42 -0.28 3.29
H -4.76 0.53 -2.23
H -2.86 0.00 3.61
C -2.60 1.46 5.18
H 5.65 -2.71 1.81
K 0.47 1.00 -0.67
C -4.23 -1.56 -2.16
C -2.61 -0.77 0.83
N 0.08 3.04 1.12
O 0.91 -1.39 -1.52
C -0.86 3.76 0.61
C -1.03 3.22 4.69
H 2.95 -4.26 -0.39
H 1.02 -2.43 4.63
C 0.54 -1.98 3.76
C -1.72 -0.73 -3.10
H 4.41 -4.10 0.63
H 2.86 -4.57 1.37
H -0.51 -1.76 3.98
C -1.64 0.08 -7.47
C 5.41 -0.89 4.64
C 3.30 -0.90 3.46
C 0.31 3.25 2.54
H -1.20 -2.82 -2.97
H -3.39 -3.53 -2.16
H 6.01 -0.57 5.48
N -1.38 -0.71 0.36
C -3.99 -0.21 -2.41
*
```

Calculated values
HOMO energy: -4.38 eV
E_tot: -7591.494929 a.u.
gap between HOMO and LUMO: 0.2339 hartree
molecular weight: 945.61 g/mol
lowest unoccupied orbital energy: 1.98 eV
ΔE to the lowest compared entry with this formula, charge and spin: 0.000 eV
maximum force: 0.50 eV/A

These are the Mulliken partial charges, in e, on atoms 1 to 8: number 1, H, carries 0.61; number 2, H, carries 0.47; number 3, C, carries -0.43; number 4, C, carries -0.01; number 5, C, carries 0.31; number 6, H, carries 0.34; number 7, H, carries 0.51; number 8, C, carries -0.56